1.
{"formula": "CH12NO4", "method": "ωB97M-V/def2-TZVPD", "homo_energy_ev": -14.72, "spin_multiplicity": 1, "charge": 1, "gap_ev": 9.6, "relative_energy_ev": 1.7730, "elements": ["O", "O", "O", "O", "N", "C", "H", "H", "H", "H", "H", "H", "H", "H", "H", "H", "H", "H"], "coordinates": [[0.248, 1.877, 0.832], [-2.622, -1.037, -1.599], [-1.422, 0.316, 2.383], [-0.352, -1.161, -0.039], [2.038, 0.043, -0.804], [3.332, -0.010, -0.536], [-3.006, -1.635, -2.377], [3.899, -0.998, -0.543], [-2.093, 0.708, 1.746], [-1.765, 0.466, 3.317], [-0.057, 1.150, 1.218], [-0.862, -1.040, 0.793], [-1.113, -1.582, -0.653], [-2.397, -0.220, -1.999], [3.778, 0.949, -0.254], [1.327, 0.718, -0.520], [-0.471, 2.166, 0.196], [1.539, -0.711, -1.161]], "forces_ev_per_a": [[1.3, 5.3, -4.7], [-1.5, -3.4, -1.9], [-1.6, 0.7, 0.2], [-2.7, -1.2, -1.2], [3.6, 0.1, 1.0], [-2.8, 0.0, -0.2], [1.2, 2.0, 2.5], [-0.8, 1.5, -0.5], [0.9, -0.7, 1.6], [0.5, -0.2, -1.9], [-2.3, -4.9, 3.1], [0.7, -0.1, -0.4], [2.2, 1.5, 1.6], [0.2, 1.2, -0.8], [0.1, -0.6, 0.3], [0.5, 1.5, 0.4], [1.3, -0.4, 1.3], [-0.7, -2.4, -0.4]], "mulliken_charge": [-0.65, -0.68, -0.71, -0.66, -0.05, -0.05, 0.35, 0.28, 0.35, 0.31, 0.33, 0.31, 0.41, 0.32, 0.29, 0.25, 0.33, 0.26]}

***

2.
{"formula": "C47H60BrN5O5PRbS", "method": "ωB97M-V/def2-TZVPD", "homo_energy_ev": [-2.68, -2.68], "spin_multiplicity": 1, "charge": -2, "gap_ev": [5.1, 5.1], "relative_energy_ev": 2.8141, "elements": ["Rb", "Br", "S", "P", "O", "O", "O", "O", "O", "N", "N", "N", "N", "N", "C", "C", "C", "C", "C", "C", "C", "C", "C", "C", "C", "C", "C", "C", "C", "C", "C", "C", "C", "C", "C", "C", "C", "C", "C", "C", "C", "C", "C", "C", "C", "C", "C", "C", "C", "C", "C", "C", "C", "C", "C", "C", "C", "C", "C", "C", "C", "H", "H", "H", "H", "H", "H", "H", "H", "H", "H", "H", "H", "H", "H", "H", "H", "H", "H", "H", "H", "H", "H", "H", "H", "H", "H", "H", "H", "H", "H", "H", "H", "H", "H", "H", "H", "H", "H", "H", "H", "H", "H", "H", "H", "H", "H", "H", "H", "H", "H", "H", "H", "H", "H", "H", "H", "H", "H", "H", "H"], "coordinates": [[14.259, 14.565, 11.791], [12.932, 8.700, 9.195], [17.492, 20.384, 6.958], [12.643, 17.238, 9.073], [14.909, 17.474, 12.123], [11.696, 14.111, 13.234], [16.568, 13.192, 12.800], [10.910, 13.933, 10.525], [13.036, 15.849, 9.527], [14.909, 19.554, 6.197], [18.949, 8.207, 10.188], [19.616, 9.049, 10.920], [16.809, 13.151, 10.182], [12.816, 16.546, 13.411], [10.710, 17.379, 14.393], [13.229, 18.124, 18.269], [8.583, 18.370, 15.323], [17.637, 18.448, 12.511], [10.042, 12.190, 14.704], [7.178, 17.917, 15.834], [8.441, 19.313, 14.116], [14.313, 18.574, 16.073], [8.654, 13.009, 12.808], [17.543, 12.286, 10.915], [17.560, 12.132, 8.168], [11.482, 16.337, 13.885], [18.288, 11.250, 10.309], [19.272, 10.838, 12.498], [17.038, 8.150, 8.694], [14.796, 8.698, 9.451], [17.586, 8.470, 9.924], [16.837, 13.102, 8.867], [14.741, 17.847, 13.294], [9.647, 14.733, 14.392], [15.355, 19.131, 15.252], [15.614, 18.825, 13.964], [16.711, 8.883, 10.920], [11.275, 17.825, 10.047], [18.601, 11.901, 13.068], [14.339, 18.887, 17.571], [16.054, 20.265, 12.013], [17.539, 20.519, 13.922], [13.366, 17.772, 15.422], [10.981, 15.000, 13.734], [16.705, 19.498, 13.124], [16.001, 19.850, 6.488], [9.002, 15.788, 14.893], [14.200, 20.441, 17.768], [19.028, 10.333, 11.218], [18.318, 11.218, 8.900], [9.340, 19.107, 16.460], [9.445, 17.063, 14.938], [14.007, 18.324, 9.143], [13.574, 17.309, 14.018], [15.356, 8.980, 10.677], [15.688, 8.287, 8.479], [17.516, 12.522, 12.372], [7.778, 13.123, 15.147], [9.067, 13.318, 14.253], [15.730, 18.478, 18.055], [12.250, 17.163, 7.320], [10.576, 16.953, 10.006], [7.303, 17.346, 16.738], [6.560, 18.884, 16.116], [9.435, 18.417, 17.299], [9.509, 11.214, 14.608], [7.816, 13.669, 12.475], [13.118, 16.668, 6.857], [16.134, 19.801, 15.650], [16.771, 20.638, 11.284], [18.491, 18.917, 12.078], [11.154, 18.387, 14.382], [13.300, 18.055, 19.342], [11.261, 13.999, 11.496], [13.642, 19.372, 9.172], [14.768, 9.276, 11.553], [12.497, 17.377, 15.962], [17.201, 9.106, 11.902], [16.145, 13.823, 8.376], [8.897, 20.060, 16.730], [11.503, 14.554, 10.061], [11.555, 18.013, 11.101], [14.548, 18.113, 10.058], [8.034, 15.517, 15.302], [11.465, 16.428, 7.186], [10.720, 18.641, 9.667], [17.550, 12.117, 7.109], [15.913, 18.553, 19.118], [15.798, 17.401, 17.811], [15.276, 8.025, 7.513], [6.576, 17.311, 15.176], [13.337, 17.106, 17.958], [18.218, 20.124, 14.687], [17.788, 7.847, 7.948], [15.331, 19.614, 11.561], [10.361, 12.391, 15.705], [15.445, 21.174, 12.341], [19.148, 10.630, 8.415], [17.993, 17.698, 13.212], [8.386, 11.871, 12.867], [9.403, 19.488, 13.734], [14.589, 18.273, 8.270], [7.935, 13.148, 16.185], [18.742, 12.195, 14.130], [16.876, 21.366, 14.381], [10.348, 19.218, 16.167], [16.421, 19.077, 17.460], [13.219, 20.747, 17.345], [9.505, 13.070, 12.120], [12.213, 18.417, 17.966], [7.816, 18.976, 13.289], [12.082, 18.170, 6.839], [14.945, 21.045, 17.271], [18.157, 21.064, 13.213], [7.575, 12.080, 14.984], [10.908, 12.158, 14.049], [6.973, 13.801, 14.876], [20.020, 10.269, 13.136], [17.073, 17.917, 11.722], [7.983, 20.275, 14.457], [14.199, 20.659, 18.822]], "forces_ev_per_a": [[0.2, -0.2, -0.3], [0.0, 0.1, -0.1], [0.3, 0.0, 0.0], [1.0, -1.7, -0.4], [0.1, 0.4, 1.1], [0.5, -1.0, -0.9], [0.3, 0.3, 1.1], [1.1, 0.5, 1.8], [-0.5, 0.2, 0.1], [0.1, -0.2, -0.1], [1.4, 1.6, 1.2], [-2.0, 0.1, -0.9], [0.3, 0.2, 0.3], [-3.8, -2.0, -1.4], [-0.6, -0.9, 0.6], [-0.2, -0.1, -0.3], [-0.5, -1.9, 0.0], [-1.0, -0.8, -0.4], [-0.6, 0.2, -1.0], [-0.2, 2.7, 0.7], [-1.4, 0.4, 1.0], [-2.0, -1.3, -1.2], [-0.3, -1.6, 0.3], [-0.1, -0.1, -1.2], [0.6, -0.4, 1.2], [1.2, 0.0, -0.5], [0.4, -0.9, 0.9], [1.1, -0.9, 0.7], [1.4, 0.1, 0.0], [1.1, -0.3, 0.2], [-0.5, -0.1, -0.1], [-1.2, -0.1, 0.0], [0.7, -0.7, -1.6], [3.2, -1.5, -2.5], [1.6, 0.4, -0.6], [-0.3, 0.2, -0.3], [0.8, -0.1, 0.9], [-0.7, -1.4, 0.8], [-0.5, 0.5, 1.1], [-0.1, 1.4, -0.2], [-1.5, 1.6, -0.2], [-1.0, 1.5, 0.7], [1.5, 1.0, 1.3], [-1.6, 0.3, 1.8], [0.6, 0.1, 1.4], [-0.5, 0.3, 0.0], [-2.4, -1.3, 1.1], [-1.4, -0.9, -0.6], [0.9, 0.4, -0.9], [1.0, 0.3, -0.5], [-0.9, -1.2, -0.3], [1.2, 5.2, -0.8], [-0.7, 1.8, 1.3], [1.3, 3.0, 3.3], [-0.3, 0.5, 2.0], [-1.0, -0.4, -1.4], [-0.3, -0.5, -0.7], [1.1, -0.1, -1.8], [-0.5, 0.2, 1.1], [-0.5, -1.1, -0.7], [0.0, 0.6, -0.5], [0.4, 0.5, 0.4], [0.0, -0.2, 0.5], [1.0, -1.8, -0.5], [-0.4, 0.2, 0.4], [0.4, 0.6, 0.4], [0.6, -0.7, 0.1], [0.0, 0.5, 0.2], [-0.9, -0.2, 0.3], [0.1, -0.2, -0.1], [0.7, 0.5, -0.4], [-0.5, -0.5, 0.0], [0.1, 0.6, 0.5], [-0.9, -0.2, -1.9], [0.2, -0.4, 0.1], [-0.2, -0.1, -0.6], [0.7, 0.0, -0.3], [-1.2, -0.1, -0.8], [0.8, -0.6, 0.1], [-0.1, 0.1, 0.2], [-0.1, -0.2, 0.0], [0.0, -0.2, -0.6], [0.2, 0.0, 0.0], [-0.2, 0.5, 0.2], [-0.6, 0.2, -0.1], [-0.3, 1.1, -0.6], [0.1, 0.0, -0.9], [-0.1, 0.5, 0.3], [0.6, 0.4, 0.0], [0.1, 0.0, -0.2], [0.0, 0.0, -0.6], [-0.1, -0.9, -0.3], [-0.3, -0.2, 0.0], [-0.8, 0.0, 0.0], [-0.1, -0.1, -0.8], [0.2, -0.2, 0.7], [0.9, -1.0, 0.0], [-1.4, 0.2, 0.4], [-0.1, 0.0, 0.3], [-0.1, 2.0, -0.6], [1.3, 0.6, -0.7], [1.0, -0.3, -1.1], [0.6, 0.6, 1.5], [0.0, -0.4, -0.8], [1.0, -1.6, -0.6], [1.2, 0.7, -0.5], [0.4, -0.4, 0.5], [0.4, -0.1, 0.3], [-0.4, 0.2, 0.1], [0.3, 0.2, 0.2], [0.0, -0.5, 0.2], [0.1, -1.2, 0.4], [0.4, -0.1, -0.1], [0.2, -0.1, -0.2], [-1.0, -0.4, -0.4], [0.1, 0.0, 0.1], [-0.2, -0.3, -0.1], [-1.0, 0.6, -0.8], [0.5, 0.2, 0.4], [0.4, -0.5, -0.2], [0.0, 0.2, 0.5]], "mulliken_charge": [0.64, -0.21, -0.54, 1.15, -0.31, -0.55, -0.65, -0.74, -0.71, -0.63, -0.64, -0.55, -0.14, 0.88, 0.02, -2.01, 2.03, -1.78, -1.70, -1.96, -1.67, -0.75, -1.08, 0.12, -0.86, -2.11, 0.89, 0.01, -0.49, -0.31, 0.38, -0.26, 0.79, -0.49, -0.24, -0.48, -0.10, -0.97, -0.85, 2.04, -1.17, -2.20, -0.26, 1.10, 2.57, 0.22, -0.40, -1.58, -0.27, -0.37, -1.70, -0.73, -0.38, -0.44, -0.21, -0.10, 0.41, -2.17, 2.03, -1.54, -1.32, 0.29, 0.41, 0.31, 0.36, 0.47, 0.27, 0.33, 0.21, 0.48, 0.53, 0.97, 0.41, 0.26, 0.39, 0.41, 0.78, 0.34, 0.38, 0.48, 0.27, 0.03, -0.38, 0.34, 0.38, 0.53, 0.45, 0.42, 0.34, 0.36, 0.41, 0.52, 0.37, 0.34, -0.05, 0.40, 0.26, 0.38, 0.36, 0.33, 0.38, 0.23, 0.45, 0.30, 0.31, 0.34, 0.37, 0.27, 0.27, 0.23, 0.34, 0.37, 0.28, 0.49, 0.54, 0.23, 0.41, 0.23, 0.24, 0.40, 0.49]}

***

3.
{"formula": "C33H56AlBrNO18S2", "method": "ωB97M-V/def2-TZVPD", "homo_energy_ev": -4.85, "spin_multiplicity": 1, "charge": -1, "gap_ev": 6.9, "elements": ["Br", "S", "S", "Al", "O", "O", "O", "O", "O", "O", "O", "O", "O", "O", "O", "O", "O", "O", "O", "O", "O", "O", "N", "C", "C", "C", "C", "C", "C", "C", "C", "C", "C", "C", "C", "C", "C", "C", "C", "C", "C", "C", "C", "C", "C", "C", "C", "C", "C", "C", "C", "C", "C", "C", "C", "C", "H", "H", "H", "H", "H", "H", "H", "H", "H", "H", "H", "H", "H", "H", "H", "H", "H", "H", "H", "H", "H", "H", "H", "H", "H", "H", "H", "H", "H", "H", "H", "H", "H", "H", "H", "H", "H", "H", "H", "H", "H", "H", "H", "H", "H", "H", "H", "H", "H", "H", "H", "H", "H", "H", "H", "H"], "coordinates": [[-0.333, -4.301, -0.965], [-1.306, 2.029, 1.873], [-0.151, 4.742, 1.376], [2.261, -1.472, 0.140], [3.098, 7.145, -2.321], [3.555, 4.970, -2.382], [-2.162, 1.561, -6.990], [-2.194, 0.532, 6.642], [-3.414, -5.445, -0.277], [-1.900, 3.398, -5.708], [-2.158, -5.825, 1.552], [2.785, 5.882, -0.476], [-3.523, -6.550, -6.568], [4.317, 0.619, 3.544], [-4.251, -5.881, -4.546], [-2.593, 2.655, 7.153], [-4.059, -4.695, 1.742], [4.892, -1.494, 2.982], [-2.017, 1.347, -4.785], [-2.334, -6.986, -4.707], [-3.002, 1.051, 8.679], [5.838, -0.526, 4.748], [-0.415, 2.758, -0.490], [-2.015, 2.220, -5.814], [-3.869, -6.191, -3.194], [3.605, 5.411, -3.739], [-2.632, 1.380, 7.596], [-4.595, 0.853, -0.011], [3.743, 6.916, -3.575], [-3.913, 2.074, -0.647], [2.126, 1.036, -1.502], [-3.381, -6.479, -5.387], [-2.394, -6.513, -3.347], [6.225, -1.896, 4.801], [4.941, -0.371, 3.723], [-3.610, -4.928, 3.082], [-1.886, 2.683, 5.902], [-2.057, 1.260, 5.410], [2.249, -5.515, -1.378], [3.118, 5.990, -1.607], [-0.627, 3.087, 0.835], [-2.399, 0.055, -5.271], [-2.560, 1.732, -1.279], [5.944, -2.362, 3.383], [1.633, -4.243, -0.770], [1.442, 2.283, -2.087], [0.831, 3.268, -1.088], [1.558, 2.777, 4.443], [0.948, 4.080, 3.919], [1.276, 4.328, 2.435], [-3.222, -5.338, 0.894], [-1.586, 2.918, -1.372], [-2.037, 0.155, -6.742], [-2.145, -5.271, 2.872], [1.342, 0.204, -0.489], [2.133, -2.904, -1.322], [6.797, -2.210, 2.718], [0.914, 1.920, 4.235], [1.553, 3.494, -0.302], [0.626, 4.223, -1.595], [-4.194, -0.079, -0.417], [4.445, 4.942, -4.244], [-1.005, -0.142, -6.935], [5.609, -3.393, 3.314], [-2.036, -7.283, -2.672], [-2.712, 1.309, -2.275], [-0.843, 2.930, 6.096], [-2.114, 3.853, -1.134], [-2.323, 3.429, 5.245], [-4.177, -5.763, 3.498], [2.515, 2.562, 3.965], [3.087, 1.335, -1.063], [3.246, 7.492, -4.351], [-2.705, -0.393, -7.400], [2.674, 5.128, -4.233], [1.536, -2.016, 1.508], [-1.182, 3.000, -2.380], [-4.417, 0.830, 1.066], [1.343, 4.914, 4.505], [-2.077, 0.964, -0.673], [4.786, 7.228, -3.495], [-1.501, -4.391, 2.869], [-2.968, 1.130, 4.823], [2.605, -6.191, -0.597], [-1.766, -5.629, -3.249], [-1.208, 0.886, 4.847], [1.466, -2.588, -2.132], [5.602, -2.411, 5.536], [1.749, 2.822, 5.518], [-4.451, -7.052, -2.861], [-4.066, -5.348, -2.545], [1.775, -4.267, 0.311], [0.372, -0.077, -0.932], [3.098, -5.239, -2.005], [1.541, -6.059, -2.004], [2.378, 0.389, -2.353], [1.086, 0.809, 0.387], [3.845, -1.147, 0.378], [-3.775, -4.037, 3.681], [7.270, -1.971, 5.093], [-1.852, -0.712, -4.731], [-3.470, -0.075, -5.110], [2.199, 2.864, -2.631], [1.750, 3.445, 2.002], [-4.578, 2.506, -1.401], [3.118, -3.072, -1.776], [-3.765, 2.845, 0.114], [-5.676, 0.864, -0.162], [-1.759, -6.007, 3.572], [-0.138, 4.062, 4.018], [0.691, 1.999, -2.836], [1.962, 5.164, 2.304]], "forces_ev_per_a": [[-0.1, -0.1, 0.2], [-0.2, 0.0, 0.2], [0.3, -0.1, -0.2], [0.0, 0.3, -0.2], [0.0, 0.0, 0.0], [0.1, 0.0, 0.0], [0.0, 0.0, 0.0], [0.0, 0.0, 0.0], [-0.1, -0.2, 0.1], [0.0, 0.0, 0.0], [-0.1, -0.1, 0.0], [0.1, 0.1, 0.1], [0.0, 0.0, 0.0], [0.0, 0.0, 0.0], [0.0, 0.0, 0.0], [0.0, 0.0, 0.0], [0.0, 0.0, 0.0], [-0.1, 0.2, 0.1], [0.0, 0.1, 0.1], [0.1, 0.0, 0.0], [0.0, 0.0, 0.0], [0.0, 0.0, 0.0], [0.2, 1.0, 0.1], [0.0, -0.1, 0.0], [0.0, 0.0, 0.0], [0.0, 0.0, -0.1], [0.0, 0.0, 0.0], [0.0, 0.1, 0.1], [0.0, 0.0, -0.1], [-0.1, -0.1, 0.0], [-0.1, -0.1, 0.0], [0.0, 0.0, 0.0], [-0.1, 0.1, 0.1], [0.0, -0.1, 0.0], [0.1, -0.1, 0.1], [0.1, 0.0, 0.1], [0.0, 0.0, -0.1], [0.0, 0.1, -0.1], [-0.1, 0.1, -0.1], [-0.1, -0.1, -0.1], [0.0, -0.3, 0.0], [0.0, -0.1, 0.0], [0.0, 0.0, 0.1], [0.1, -0.1, 0.0], [0.5, 0.1, -0.1], [0.1, 0.1, -0.1], [-0.1, 0.0, -0.2], [0.1, 0.0, 0.0], [0.2, -0.1, -0.1], [-0.1, -0.1, 0.2], [0.0, 0.2, -0.1], [-0.2, -0.7, 0.1], [0.0, -0.1, 0.0], [0.0, 0.1, 0.1], [-0.1, 0.0, 0.0], [-0.2, -0.2, 0.1], [0.0, 0.0, 0.0], [0.0, 0.0, 0.0], [0.0, -0.1, 0.0], [0.1, 0.0, 0.1], [-0.1, 0.0, -0.1], [0.0, 0.0, 0.1], [0.0, 0.0, 0.0], [-0.1, 0.0, 0.0], [0.0, -0.1, -0.1], [0.0, 0.0, 0.0], [0.0, 0.0, 0.0], [0.1, 0.0, -0.1], [-0.1, 0.0, 0.0], [0.0, 0.0, 0.0], [0.0, 0.0, 0.0], [-0.1, 0.0, 0.0], [-0.1, 0.0, 0.0], [0.0, 0.1, 0.0], [0.0, 0.0, 0.0], [0.0, -0.2, 0.0], [-0.1, 0.1, 0.0], [0.1, -0.1, 0.0], [-0.2, 0.0, 0.0], [0.0, 0.0, -0.1], [0.0, 0.0, 0.0], [0.0, 0.0, 0.0], [0.0, 0.0, 0.0], [-0.1, 0.0, 0.0], [0.0, 0.0, 0.0], [0.0, -0.1, 0.1], [0.1, 0.1, 0.0], [0.0, 0.0, 0.0], [-0.1, 0.0, 0.0], [0.0, 0.0, 0.0], [0.0, 0.1, -0.1], [-0.2, -0.1, 0.0], [0.0, 0.0, 0.0], [0.0, 0.0, 0.1], [0.0, 0.0, 0.0], [0.1, 0.1, 0.0], [0.0, 0.0, 0.0], [0.0, -0.1, 0.0], [0.0, 0.0, -0.1], [0.0, 0.1, 0.0], [0.1, 0.1, 0.0], [0.0, 0.0, 0.0], [-0.1, -0.1, 0.0], [0.0, 0.1, -0.1], [0.1, 0.1, 0.0], [0.0, 0.0, 0.1], [0.0, 0.0, 0.0], [0.0, 0.0, 0.0], [0.0, -0.1, -0.1], [0.0, 0.1, 0.2], [-0.1, -0.1, 0.1], [0.0, -0.1, 0.0]], "mulliken_charge": [-0.29, -0.18, -0.24, -0.40, -0.35, -0.26, -0.37, -0.38, -0.49, -0.53, -0.25, -0.46, -0.56, -0.49, -0.37, -0.39, -0.34, -0.03, -0.15, -0.36, -0.55, -0.35, 0.67, 0.60, -0.08, -0.31, 0.52, -1.18, -0.36, -0.39, -1.05, 0.62, -0.01, -0.34, 0.53, -0.31, 0.01, 0.02, -1.18, 0.67, -0.26, -0.33, -0.57, -0.33, 0.39, 0.32, -1.00, -1.18, -0.03, -0.60, 0.57, -0.71, -0.38, -0.29, 0.85, -0.86, 0.26, 0.12, 0.34, 0.26, 0.30, 0.33, 0.26, 0.30, 0.26, 0.11, 0.15, 0.47, 0.27, 0.24, 0.51, 0.21, 0.30, 0.30, 0.23, -0.41, 0.47, 0.18, 0.35, 0.32, 0.26, 0.27, 0.16, 0.28, 0.05, 0.18, 0.36, 0.25, 0.36, 0.20, 0.24, 0.25, 0.08, 0.36, 0.25, 0.34, -0.51, -0.32, 0.29, 0.28, 0.34, 0.27, 0.01, 0.01, 0.41, 0.34, 0.30, 0.37, 0.28, 0.05, -0.05, 0.69]}